C4H11N2S | ωB97M-V with the def2-TZVPD basis set

Last column: Löwdin charge in e.
CARTESIAN COORDINATES (ANGSTROEM)
1 S -0.3158 3.2844 0.8878  0.004
2 N -0.6245 -0.1903 0.9410  -0.117
3 N 1.4452 -3.1654 -0.2111  0.002
4 C 0.4638 2.7911 -0.7240  -0.722
5 C 0.4010 -2.5418 0.3763  -0.316
6 C 0.5252 -1.0043 0.2552  -0.177
7 C -1.4408 0.1876 -0.1428  -0.254
8 H -1.2720 1.1271 -0.7463  0.044
9 H 1.8175 -3.9021 0.3486  -0.006
10 H -0.3787 0.6728 1.5355  0.060
11 H -0.1613 -1.6832 -0.4443  0.103
12 H -1.3945 -0.5786 -0.9410  0.062
13 H 1.2616 3.6955 -0.9486  0.031
14 H -2.4308 0.1479 0.3420  0.078
15 H -0.2878 2.6752 -1.4477  -0.065
16 H 1.1052 1.8856 -0.7532  -0.015
17 H 1.6249 -0.9306 0.3053  0.118
18 H -0.3383 -2.4711 1.3671  0.170

LUMO energy (eV): 3.2
2S+1: 1
Energy above the lowest of the compared OMol25 structures with the same formula, charge and spin (eV): 7.2012
DFT total energy (hartree): -666.4819
Charge: -1

---

CH5Cl2NP | ωB97M-V with the def2-TZVPD basis set

Last column: Löwdin charge in e.
CARTESIAN COORDINATES (ANGSTROEM)
1 Cl -2.8321 -1.1583 -0.3167  0.236
2 Cl -1.6161 1.6632 -0.1816  0.248
3 P -1.5635 -0.1090 0.8085  0.182
4 N 1.0896 0.5101 0.0242  0.032
5 C 0.1936 -0.6904 0.0211  -0.406
6 H 1.8915 0.4770 0.7704  0.218
7 H 0.1440 -1.0197 -1.0398  0.081
8 H 0.5915 1.3600 0.2085  0.022
9 H 1.4598 0.6445 -0.9925  0.211
10 H 0.6418 -1.6776 0.6978  0.176

LUMO energy (eV): -4.2
2S+1: 1
Energy above the lowest of the compared OMol25 structures with the same formula, charge and spin (eV): 0.1895
DFT total energy (hartree): -1357.3409
SMILES: [NH3+]CP(Cl)Cl
Charge: +1

---

C9H6Cl3IO | ωB97M-V with the def2-TZVPD basis set

Last column: Löwdin charge in e.
CARTESIAN COORDINATES (ANGSTROEM)
1 I 3.2900 -0.3121 -0.1372  0.869
2 Cl -0.5196 -3.2431 -3.2798  0.664
3 Cl -0.6482 -1.6994 1.2275  0.722
4 Cl 2.4660 -2.2466 -2.7733  0.632
5 O -2.4424 0.2638 -0.2581  -0.086
6 C -1.2803 -1.1764 -1.8365  -0.079
7 C 1.1754 -1.7082 -1.7533  -0.800
8 C 1.3470 -0.8879 -0.7077  -0.628
9 C -0.2440 -1.9035 -2.2113  -0.690
10 C -1.1369 -0.0249 -0.8106  -0.390
11 C -0.1441 -0.2552 0.2756  -0.659
12 C 0.2285 0.8570 1.0902  -0.098
13 C 0.5178 1.6580 1.9259  -0.090
14 C 0.7985 2.5815 2.9689  -0.072
15 H -2.2900 -1.3221 -2.1009  0.106
16 H 0.0649 2.6190 3.7706  0.092
17 H 0.7192 3.6289 2.3959  0.143
18 H 1.7986 2.3954 3.0953  0.049
19 H -1.0203 0.9678 -1.4846  0.212
20 H -2.6801 -0.1922 0.6034  0.102

LUMO energy (eV): 0.1
2S+1: 1
Energy above the lowest of the compared OMol25 structures with the same formula, charge and spin (eV): 0.0000
DFT total energy (hartree): -2099.8950
SMILES: CC#C[C@]1(Cl)C(I)=C(Cl)C(Cl)=C[C@H]1O

---

C13H33N3O10 | ωB97M-V with the def2-TZVPD basis set

Last column: Löwdin charge in e.
CARTESIAN COORDINATES (ANGSTROEM)
1 O -0.5576 -2.8223 1.6216  -0.012
2 O -0.6316 3.6200 -3.4194  0.110
3 O -1.2021 2.3434 1.4070  0.090
4 O -0.8271 4.7561 -1.4786  0.105
5 O 0.7098 2.0119 2.4793  0.111
6 O 0.0701 -0.3598 -1.5429  -0.430
7 O 0.2351 4.0641 1.6829  0.087
8 O 0.8034 3.3362 -1.7270  0.060
9 O -0.6242 -2.0422 3.7715  0.200
10 O 0.9590 -3.4601 3.1352  0.128
11 N -1.8244 -2.1645 -0.6401  0.255
12 N 0.9942 -2.2312 -3.6148  0.305
13 N -1.7167 0.9002 -3.5963  0.294
14 C 0.2670 -3.7452 0.9089  -0.104
15 C 0.8820 3.6677 -0.3155  -0.306
16 C -1.4421 1.1835 2.2337  -0.269
17 C -0.0686 2.9298 1.8346  -0.584
18 C -0.2784 3.8718 -2.2997  -0.579
19 C -0.1256 -2.6989 2.9229  -0.525
20 C 0.8206 0.3945 -0.6093  -0.211
21 C 0.0209 4.9575 -0.3403  -0.038
22 C 1.6239 -5.5355 2.1466  -0.015
23 C 1.3893 -4.0542 1.9223  -0.310
24 C -0.0125 0.7996 2.6438  -0.088
25 C -2.2671 0.2115 1.4621  -0.012
26 C 2.3385 3.9637 -0.0174  0.010
27 H -1.6427 -0.2928 0.7098  0.034
28 H -1.9115 -2.2029 0.3828  0.100
29 H -1.1397 -1.3944 -0.9323  0.066
30 H 1.5549 -0.1950 -0.0486  0.085
31 H 0.1821 -2.2195 -4.2344  0.142
32 H -3.0021 0.6770 0.8037  0.102
33 H 2.3659 4.5379 0.9109  0.103
34 H -1.5230 -3.0635 -1.0065  0.121
35 H 0.7127 -6.0808 2.4058  0.099
36 H -1.4867 1.6280 -4.2809  0.137
37 H 0.0107 0.4525 3.6728  0.139
38 H -0.5965 4.9953 0.5533  0.130
39 H -2.7400 -2.0251 -1.0707  0.149
40 H 0.5004 2.9023 0.3536  0.083
41 H 2.3358 -3.6367 1.5752  0.156
42 H 1.3082 1.2498 -1.0727  0.068
43 H -1.8378 0.0221 -4.1037  0.131
44 H -0.2016 -4.6564 0.5352  0.137
45 H -0.9347 0.5640 -2.9638  0.098
46 H 2.0140 -6.0654 1.2739  0.095
47 H 2.9369 3.0563 0.0633  0.091
48 H 0.7782 -3.2059 0.1035  0.118
49 H 0.9105 -1.3680 -3.0182  0.101
50 H 1.8139 -2.1496 -4.2205  0.164
51 H -2.7021 -0.5748 2.0775  0.105
52 H 2.8217 4.5642 -0.7874  0.102
53 H -1.9751 1.5275 3.1226  0.172
54 H -2.5189 1.1371 -3.0161  0.152
55 H 0.6461 5.8393 -0.4558  0.155
56 H 0.1515 0.8243 0.1483  0.042
57 H 2.3423 -5.6883 2.9507  0.100
58 H 0.3749 -0.0074 2.0149  0.106
59 H 0.9159 -3.0490 -3.0174  0.143

LUMO energy (eV): -7.2
2S+1: 1
Energy above the lowest of the compared OMol25 structures with the same formula, charge and spin (eV): 1.2857
DFT total energy (hartree): -1431.1573
Charge: +2

---

C3H22NO10S2 | ωB97M-V with the def2-TZVPD basis set

Last column: Löwdin charge in e.
CARTESIAN COORDINATES (ANGSTROEM)
1 S -2.5425 -3.1600 0.0726  0.240
2 S -1.0338 -3.0421 -1.1811  0.399
3 O -3.4880 2.4708 1.2715  -0.079
4 O -2.1827 1.1769 -3.0893  -0.065
5 O -2.4353 -0.2885 1.0389  -0.146
6 O 2.3194 1.4608 3.3753  -0.071
7 O -0.4896 3.5565 2.0600  -0.068
8 O 1.5138 3.0161 0.4367  -0.098
9 O 4.0542 1.2428 -2.2265  -0.104
10 O 3.1890 -1.0883 -1.0465  -0.031
11 O -0.4063 1.7515 -0.7317  -0.043
12 O 2.3522 0.4949 0.3034  -0.067
13 N 0.3626 -0.9646 1.1790  0.037
14 C 1.1196 -1.5657 0.0937  -0.351
15 C 0.2312 -1.6631 -1.1117  -0.446
16 C 2.3564 -0.6357 -0.2387  -0.630
17 H 1.9054 2.1887 0.0761  0.019
18 H -1.6296 -0.8576 1.0637  -0.028
19 H 2.3084 3.4346 0.7909  0.071
20 H -2.6249 2.0176 1.3266  0.001
21 H 0.8205 -2.0256 -1.9700  0.075
22 H -3.5405 -2.2330 0.1264  -0.174
23 H 3.9089 0.2809 -2.2765  0.005
24 H -0.0021 3.1717 1.3059  -0.026
25 H -0.1666 -0.7388 -1.5252  0.064
26 H 3.0837 1.2538 2.8280  0.026
27 H -0.0874 -0.1194 0.8612  0.048
28 H -1.5262 1.0468 -2.3906  -0.013
29 H -0.0438 4.3907 2.2184  0.034
30 H -2.5191 -0.3012 2.0056  0.058
31 H 0.7764 -0.9446 2.0933  0.086
32 H -4.0762 1.7089 1.2489  0.016
33 H 1.5764 -2.4976 0.4327  0.142
34 H -2.8902 0.5741 -2.8574  0.027
35 H -0.6746 2.4925 -0.1750  0.031
36 H 3.3927 1.3107 -1.5180  -0.011
37 H 1.6684 1.8465 2.7767  0.002
38 H 0.0595 2.2810 -1.3948  0.070

LUMO energy (eV): 2.5
2S+1: 1
DFT total energy (hartree): -1731.1100
Charge: -1

---

C3H3CuLiO3 | ωB97M-V with the def2-TZVPD basis set

Last column: Löwdin charge in e.
CARTESIAN COORDINATES (ANGSTROEM)
1 Cu 0.6013 1.3961 0.9471  0.564
2 O 2.5306 0.2600 0.8125  -0.177
3 O -0.9647 0.9063 -0.4012  -0.276
4 O 4.5268 -0.0572 -0.1155  -0.087
5 C -2.1472 0.4035 -0.5993  -0.484
6 C 3.7292 0.5518 0.5896  -0.446
7 C -2.6973 -0.6874 -0.0052  -0.069
8 Li 3.0281 -1.4361 -0.3505  0.841
9 H -3.6656 -1.0590 -0.3445  0.017
10 H -2.8249 1.0261 -1.2214  0.093
11 H -2.1162 -1.3042 0.6885  0.023

LUMO energy (spin up / spin down) (eV): -1.1 / -1.5
2S+1: 2
Energy above the lowest of the compared OMol25 structures with the same formula, charge and spin (eV): 0.0000
DFT total energy (hartree): -1989.7682

---

C26H34AsClN3O10RhS | ωB97M-V with the def2-TZVPD basis set

Last column: Löwdin charge in e.
CARTESIAN COORDINATES (ANGSTROEM)
1 Rh -1.3106 -2.1829 -0.9078  1.219
2 As -4.4697 -2.0469 -0.2935  0.906
3 Cl 5.0171 -2.9442 1.8136  0.675
4 S -1.8005 -4.0009 1.0386  0.563
5 O -3.9817 -0.8328 0.8928  -0.251
6 O -1.3856 -4.2864 -0.3586  -0.344
7 O -1.0487 -4.6392 2.0675  -0.252
8 O -5.9107 -1.6758 -0.9189  -0.424
9 O 0.3152 4.3418 1.6403  -0.014
10 O -3.1991 -2.1856 -1.4239  -0.508
11 O -1.7658 -2.4822 1.1045  -0.448
12 O 0.7484 -2.2581 -0.6558  -0.108
13 O 0.9283 -1.5687 -4.1384  0.097
14 O -0.7681 -2.0955 -2.8054  -0.112
15 N -1.2901 1.8662 -0.4320  -0.074
16 N -1.6588 1.8433 -1.7344  0.151
17 N -1.3849 -0.2128 -0.9688  -0.043
18 C 4.3260 0.9183 1.0760  -0.038
19 C -3.4986 -4.4605 1.2288  -0.265
20 C 2.0489 -0.4632 -1.6746  0.010
21 C 3.1551 1.1763 1.7793  -0.234
22 C 0.8569 4.5311 -0.7439  -0.517
23 C 1.4836 -1.8601 -1.8650  -0.464
24 C -3.7307 -5.6415 1.9189  -0.051
25 C 2.3163 4.9581 -0.5317  -0.039
26 C 2.5818 0.1377 2.5099  -0.039
27 C 4.9079 -0.3422 1.0847  -0.106
28 C 1.3407 2.3810 0.6281  -0.103
29 C -5.8506 -4.1877 0.8693  -0.073
30 C -5.0308 -6.0982 2.0770  -0.058
31 C -1.1703 0.6264 0.0257  -0.107
32 C 3.1491 -1.1275 2.5331  -0.104
33 C -1.7385 0.5716 -2.0237  -0.114
34 C 0.7655 3.8494 -2.1128  -0.036
35 C 0.4870 -1.8457 -3.0450  -0.573
36 C -0.0101 5.7957 -0.7887  -0.036
37 C -4.5556 -3.7140 0.7003  -0.221
38 C 0.4060 3.5938 0.4233  -0.411
39 C 2.5622 -2.8963 -2.1089  0.010
40 C -1.0653 3.1024 0.3032  -0.013
41 C -6.0873 -5.3740 1.5516  -0.054
42 C 4.3088 -1.3590 1.8087  -0.682
43 C 2.4518 2.5067 1.6795  -0.130
44 H 1.7811 2.0718 -0.3207  0.102
45 H -6.6658 -3.6120 0.4484  0.103
46 H 4.7928 1.7119 0.5038  0.120
47 H 2.1230 -3.8910 -2.1763  0.105
48 H 2.4892 5.4586 0.4258  0.088
49 H 2.0077 2.7606 2.6431  0.123
50 H 1.6818 0.3237 3.0871  0.122
51 H 2.7428 -0.4399 -0.8293  0.079
52 H 1.1214 4.8573 1.7501  0.089
53 H -0.2628 3.6339 -2.3938  0.066
54 H -1.7127 3.8555 -0.1341  0.132
55 H -7.1025 -5.7286 1.6716  0.111
56 H -2.8951 -6.1893 2.3308  0.115
57 H 2.5944 5.6718 -1.3081  0.093
58 H 0.3941 6.4791 -1.5370  0.091
59 H 1.1945 -1.9347 0.1365  0.119
60 H 0.7484 1.5288 0.9586  0.085
61 H -2.0047 0.1696 -2.9864  0.141
62 H -0.9291 0.3539 1.0391  0.153
63 H 3.1662 3.2919 1.4304  0.106
64 H -1.3991 2.9248 1.3245  0.147
65 H 3.2895 -2.8829 -1.2946  0.085
66 H 2.5855 -0.1740 -2.5766  0.109
67 H 5.8176 -0.5376 0.5340  0.110
68 H 1.1804 4.5213 -2.8665  0.094
69 H -5.2113 -7.0204 2.6128  0.110
70 H 1.3341 2.9196 -2.1657  0.078
71 H 3.0010 4.1124 -0.6074  0.082
72 H 3.0687 -2.6694 -3.0450  0.101
73 H -1.0366 5.5781 -1.0840  0.083
74 H -3.2670 -1.2134 1.4245  0.003
75 H -0.0316 6.3144 0.1691  0.089
76 H 2.7087 -1.9257 3.1165  0.111
77 H 1.2509 0.2618 -1.5040  0.069

LUMO energy (eV): -0.2
2S+1: 1
Energy above the lowest of the compared OMol25 structures with the same formula, charge and spin (eV): 0.1513
DFT total energy (hartree): -5132.5900